No. 1
The following is a quantum chemistry calculation of a structure of composition C51H35ClF15GeN8O2PSTa, from OMol25.

Relative energy (zero: lowest compared OMol25 entry of this formula, charge and spin)   0.4485 eV
Net charge   +1
Spin multiplicity   1
F_max   2.48 eV/A
Frontier orbital gap   7.38 eV
LUMO energy   -0.1008 hartree

Each line ends with the Löwdin charge.
Atoms and positions in Å:
Ta -0.68895 -0.30574 0.15889  1.6366
C -2.65988 -1.22679 -5.76089  -0.0200
N -1.70119 -1.28148 -4.65823  -0.1160
C -0.37693 -1.61964 -4.76063  -0.0308
C 0.14131 -1.52013 -3.50055  -0.1400
N -0.83891 -1.12681 -2.63090  -0.0129
C -1.93233 -0.98717 -3.34649  -0.4704
P -3.52018 -0.40784 -2.71090  1.1934
C -3.52344 -1.38767 -1.17331  -0.4392
N -2.49652 -1.75273 -0.40756  -0.0701
C -2.99670 -2.56393 0.58023  -0.0975
C -4.33258 -2.71097 0.39939  -0.0222
N -4.65716 -1.96872 -0.70865  -0.1064
C -6.00931 -1.88163 -1.26206  -0.0153
C -2.87656 1.20026 -2.17279  -0.4599
N -1.68909 1.38729 -1.62232  -0.0173
C -1.44901 2.73248 -1.66692  -0.1227
C -2.51287 3.36682 -2.24220  -0.0235
N -3.41500 2.38838 -2.55972  -0.1037
C -4.73480 2.61703 -3.14578  -0.0095
H -2.24260 -1.74897 -6.61644  0.0939
H -3.59284 -1.70424 -5.47512  0.0792
H -2.86523 -0.19696 -6.04954  0.0930
H 0.07608 -1.89062 -5.70184  0.1275
H 1.15537 -1.69690 -3.17433  0.0975
H -2.36416 -2.97366 1.35202  0.1011
H -5.06726 -3.26716 0.95746  0.1334
H -6.28733 -2.82199 -1.73288  0.1002
H -6.71464 -1.66399 -0.46448  0.0987
H -6.05597 -1.09271 -2.00285  0.0547
H -0.51847 3.15076 -1.31525  0.0973
H -2.69423 4.40867 -2.45709  0.1340
H -4.72136 3.55230 -3.69811  0.0975
H -4.98875 1.81016 -3.82670  0.0683
H -5.49105 2.68129 -2.36383  0.0907
Cl -5.34331 5.65775 1.56406  0.6782
C -4.54466 4.13708 1.31703  -0.6688
C -5.31256 2.99471 1.01184  -0.0782
C -4.71130 1.78203 0.80504  0.0061
C -3.30056 1.62818 0.88944  -0.3562
O -2.78332 0.46684 0.69352  -0.1825
C -2.55460 2.78629 1.20068  -0.1529
C -1.14415 2.74481 1.28967  -0.1888
O -0.38704 1.80505 1.01472  -0.1872
C -3.19322 4.02878 1.41869  -0.0470
H -6.39121 3.09343 0.94680  0.1128
H -5.29658 0.89658 0.58007  0.1130
H -0.66335 3.66890 1.63816  0.1473
H -2.58575 4.90131 1.64447  0.1254
F 5.88883 -0.17404 0.28384  0.1111
C 5.03354 -0.42905 1.27968  -0.2062
C 3.76906 0.13550 1.29085  -0.1342
C 2.94279 -0.20168 2.35392  -0.2530
F 1.73510 0.36769 2.43351  0.0645
C 3.32631 -1.06006 3.35910  -0.1304
F 2.51090 -1.36380 4.36495  0.1448
C 4.59627 -1.60802 3.30921  -0.1272
F 4.98783 -2.44587 4.25594  0.1528
C 5.45435 -1.29042 2.27590  -0.1377
F 6.67106 -1.82798 2.24138  0.1377
Ge 3.02671 1.35345 -0.07514  0.7625
S 1.28265 0.56990 -1.10828  0.3580
C 4.44561 1.67829 -1.39910  -0.1330
C 5.48865 2.53149 -1.06552  -0.2252
F 5.53261 3.08213 0.15665  0.1040
C 6.51662 2.82713 -1.93353  -0.1374
F 7.49993 3.64714 -1.57625  0.1406
C 6.51862 2.25484 -3.19090  -0.1287
F 7.49413 2.53047 -4.04170  0.1531
C 5.50896 1.38853 -3.55566  -0.1379
F 5.52160 0.82792 -4.76346  0.1327
C 4.49562 1.10561 -2.66136  -0.2224
F 3.56539 0.22939 -3.06140  0.0555
C 2.69776 3.09824 0.78588  -0.1268
C 2.20661 4.09549 -0.04405  -0.2395
F 1.98530 3.81901 -1.34148  0.0708
C 1.92701 5.37037 0.39660  -0.1464
F 1.44166 6.29412 -0.43144  0.1318
C 2.15006 5.67887 1.72423  -0.1356
F 1.87733 6.89384 2.17560  0.1504
C 2.64997 4.71909 2.58177  -0.1376
F 2.86992 5.02656 3.85617  0.1408
C 2.91422 3.44646 2.10988  -0.2085
F 3.40676 2.57179 2.99038  0.1174
C 2.68751 -6.12696 -1.23686  -0.0288
C 1.95470 -4.82526 -1.08026  -0.2464
C 0.60783 -4.70598 -1.41721  -0.0034
C -0.06099 -3.52638 -1.16682  -0.1636
N 0.53403 -2.45563 -0.63316  -0.0624
C 1.83724 -2.54244 -0.35848  -0.1628
C 2.57244 -3.69760 -0.55270  -0.0006
H 2.39356 -6.64322 -2.15029  0.0864
H 2.44329 -6.78209 -0.39800  0.0945
H 3.76610 -5.97892 -1.24257  0.0838
H 0.08477 -5.53841 -1.87481  0.1227
H -1.11611 -3.42591 -1.38721  0.0975
H 2.31012 -1.64990 0.03033  0.0509
H 3.62462 -3.71322 -0.29218  0.1217
C 0.11239 -3.90700 2.29100  -0.0376
C -0.29305 -2.93590 3.36803  -0.2227
C -0.36392 -3.38192 4.68225  -0.0531
C -0.71401 -2.52769 5.71090  -0.0680
C -0.98796 -1.19936 5.42331  -0.0436
C -0.92493 -0.71659 4.12652  -0.2056
C -1.18308 0.73792 3.85189  -0.0256
C -0.58858 -1.59172 3.07723  -0.2577
N -0.57100 -1.11216 1.75737  -0.1349
H -0.23133 -4.91375 2.53329  0.0887
H 1.20199 -3.94262 2.19592  0.0877
H -0.29053 -3.61529 1.32882  0.0253
H -0.13789 -4.42194 4.89291  0.1148
H -0.76794 -2.89010 6.73080  0.1080
H -1.24667 -0.51750 6.22589  0.1131
H -1.41628 1.26523 4.77620  0.0881
H -2.01944 0.85711 3.15924  0.0695
H -0.30241 1.19413 3.39864  0.0623

No. 2
The following is a quantum chemistry calculation of a structure of composition C51H37N15SScSe, from OMol25.

Relative energy (zero: lowest compared OMol25 entry of this formula, charge and spin)   0.0081 eV
Net charge   +1
Spin multiplicity   1
F_max   0.45 eV/A
Frontier orbital gap (alpha / beta)   4.71 / 4.71 eV
LUMO energy (alpha / beta)   -0.1360 / -0.1360 hartree

Each line ends with the Löwdin charge.
Atoms and positions in Å:
Sc -0.60226 -0.00699 -0.72789  1.0120
C -6.67135 2.84070 -1.57103  -0.0611
C -6.59894 2.26109 -2.84710  -0.0603
C -5.44487 1.64145 -3.29110  0.0004
C -4.37115 1.59336 -2.41134  -0.1004
C -3.01388 1.08128 -2.54997  -0.2570
N -2.54080 0.65022 -3.69860  0.2176
C -1.25693 0.39025 -3.87605  -0.2777
C -0.69232 0.18496 -5.20169  -0.1117
C -1.26742 0.16326 -6.46783  0.0007
C -0.42450 -0.05713 -7.54128  -0.0605
C 0.95630 -0.23959 -7.35870  -0.0594
C 1.52423 -0.21006 -6.09809  -0.0141
C 0.67144 0.00140 -5.02114  -0.1331
C 0.90716 0.06794 -3.58684  -0.2993
N 2.10314 -0.09452 -3.07025  0.2242
C 2.37494 0.11351 -1.79392  -0.2839
N 1.50410 0.49380 -0.81339  0.0727
C 2.24921 0.94340 0.24581  -0.2762
N 1.83779 1.70877 1.23305  0.2063
C 0.60129 2.14628 1.33806  -0.3035
N -0.50276 1.76781 0.61228  0.0644
C -1.55901 2.48963 1.07479  -0.2778
N -2.79817 2.52087 0.60456  0.2091
C -3.13024 1.97756 -0.54332  -0.3052
N -2.32737 1.24757 -1.37906  0.0704
C -4.44331 2.16423 -1.14804  -0.1079
C -5.59141 2.81073 -0.70708  -0.0018
C -1.13661 3.36335 2.15876  -0.1185
C -1.82171 4.30090 2.92504  -0.0087
C -1.08634 5.03591 3.83755  -0.0681
C 0.29781 4.84504 3.97688  -0.0693
C 0.97325 3.90736 3.21739  -0.0116
C 0.22942 3.16326 2.30737  -0.1150
C 3.64909 0.62853 0.01907  -0.0973
C 4.79471 0.84926 0.77873  0.0015
C 6.00752 0.50014 0.21862  -0.0636
C 6.08698 -0.02824 -1.08249  -0.0683
C 4.95276 -0.21638 -1.84892  -0.0226
C 3.72807 0.10744 -1.26971  -0.1211
N -0.28114 0.29280 -2.93007  0.0699
H -7.58636 3.33168 -1.26726  0.1071
H -7.46308 2.30759 -3.49650  0.1075
H -5.37502 1.21296 -4.28168  0.1167
H -2.33018 0.31397 -6.60070  0.1166
H -0.83243 -0.08759 -8.54292  0.1074
H 1.58484 -0.40257 -8.22430  0.1077
H 2.58706 -0.34492 -5.94780  0.1170
H -5.62886 3.27269 0.27030  0.1150
H -2.88415 4.45838 2.79066  0.1158
H -1.58015 5.78117 4.44749  0.1063
H 0.84413 5.45008 4.68875  0.1071
H 2.04287 3.76751 3.30650  0.1183
H 4.73116 1.27825 1.76992  0.1153
H 6.91942 0.65019 0.78152  0.1072
H 7.05806 -0.27137 -1.49376  0.1060
H 5.00527 -0.59082 -2.86323  0.1156
N 3.59383 -2.91133 -0.18750  0.1887
C 3.78842 -3.05738 1.17311  -0.1818
C 4.94109 -3.17418 1.94529  -0.0164
C 4.75679 -3.34582 3.30209  -0.0847
C 3.47015 -3.40113 3.86874  -0.0926
C 2.33529 -3.27279 3.09502  -0.0587
C 2.50308 -3.08874 1.72162  -0.2477
N 1.55205 -2.94783 0.71664  0.1351
C 2.24159 -2.84450 -0.38094  -0.2923
C 1.63660 -2.82168 -1.71077  -0.3189
C 2.20825 -3.36777 -2.81720  -0.3167
S 1.10922 -3.35210 -4.11486  1.1100
C -0.03315 -2.59904 -3.11237  -0.4765
N 0.34671 -2.36473 -1.88710  0.0202
H 4.30782 -2.78448 -0.88340  0.1502
H 5.93029 -3.14557 1.50805  0.1109
H 5.62083 -3.45088 3.94471  0.1033
H 3.37491 -3.55199 4.93623  0.1036
H 1.34308 -3.30474 3.52327  0.0850
H 3.19584 -3.78307 -2.92759  0.0861
H -1.00992 -2.33088 -3.49336  0.1003
C -1.69539 -3.99570 -0.49489  0.0071
C -2.55795 -2.86173 -0.06292  -0.3595
N -2.34854 -1.55145 -0.11977  0.0021
C -3.44075 -0.96941 0.50893  -0.1608
C -4.30694 -1.91795 0.92307  -0.0575
N -3.73037 -3.10857 0.55327  0.1141
H -0.69427 -3.88351 -0.07784  0.0632
H -1.62193 -4.05308 -1.57788  0.0703
H -2.12407 -4.93037 -0.13510  0.0884
H -3.53063 0.08986 0.64888  0.0837
H -5.24862 -1.85707 1.43720  0.1222
H -4.10398 -4.02821 0.71704  0.1646
C 2.03100 0.26353 4.25405  -0.0144
N 0.63806 0.65926 4.42274  -0.1064
C 0.15692 1.49581 5.40739  -0.0365
C -1.17853 1.56923 5.24251  -0.0342
N -1.49593 0.76910 4.16271  -0.1013
C -2.84881 0.52479 3.69419  -0.0094
C -0.37558 0.21396 3.65408  -0.6468
Se -0.17235 -1.02345 2.27836  0.7930
H 2.63154 0.84471 4.94982  0.0977
H 2.34451 0.46556 3.23218  0.0619
H 2.14772 -0.79910 4.45832  0.0775
H 0.80104 1.96717 6.12711  0.1305
H -1.92397 2.11887 5.78777  0.1319
H -3.50389 0.40452 4.55480  0.1014
H -2.84159 -0.38870 3.10451  0.0458
H -3.19875 1.35420 3.07972  0.0834

Among the records above, which one has the lowest F_max?
C51H37N15SScSe